No. 1
112
Properties=species:S:1:pos:R:3 method="wB97M-V/def2-TZVPD" homo_lumo_gap_ha="0.171 / 0.171" e_lumo_ev="-1.53 / -1.53"
W 0.8508 0.3348 -0.2485
Se -0.7868 -1.1386 1.1497
P -0.4420 -0.4184 3.2319
Se 2.3711 -0.4114 1.3068
C -2.1174 0.1234 3.7574
C -2.1597 1.0706 4.7785
C -3.3745 1.5375 5.2586
C -4.5595 1.0719 4.7098
C -4.5264 0.1416 3.6808
C -3.3129 -0.3341 3.2077
C -0.3208 -2.0186 4.1387
C 0.5470 -2.0778 5.2246
C 0.6604 -3.2402 5.9785
C -0.0910 -4.3558 5.6495
C -0.9596 -4.3066 4.5653
C -1.0732 -3.1479 3.8164
H -1.2342 1.4564 5.1902
H -3.3929 2.2770 6.0481
H -5.5082 1.4456 5.0724
H -5.4444 -0.2089 3.2280
H -3.3093 -1.0332 2.3805
H 1.1417 -1.2084 5.4781
H 1.3382 -3.2714 6.8216
H -0.0051 -5.2615 6.2359
H -1.5585 -5.1711 4.3098
H -1.7609 -3.1169 2.9797
O -0.7451 3.5636 1.7552
C 0.1171 2.7957 1.4385
O -0.1595 1.6146 0.8492
C 1.5936 2.9735 1.6815
P 2.3601 2.4665 0.0985
C 4.1240 2.2266 0.5083
C 4.6699 2.4868 1.7612
C 6.0323 2.3287 1.9779
C 6.8577 1.9049 0.9472
C 6.3202 1.6530 -0.3081
C 4.9629 1.8244 -0.5274
C 2.2050 3.7967 -1.0121
C 2.8373 4.9981 -0.5992
C 2.6910 6.2462 -1.1279
C 1.7639 6.6872 -2.1390
C 0.8165 6.0306 -2.8300
C 0.5313 4.5642 -2.8284
H 1.8798 2.2734 2.4742
H 1.8165 4.0011 1.9614
H 4.0425 2.8125 2.5795
H 6.4468 2.5411 2.9546
H 7.9192 1.7824 1.1167
H 6.9610 1.3362 -1.1206
H 4.5488 1.6433 -1.5130
H 3.5100 4.9365 0.2566
H 3.2920 7.0314 -0.6853
H 1.8344 7.7487 -2.3588
H 0.2474 6.6050 -3.5527
H 0.2781 4.3211 -3.8814
C 2.0054 -4.6200 -1.1617
N 1.9323 -3.1806 -1.3652
C 2.8810 -2.2959 -1.1649
S 2.7676 -0.7277 -1.9078
N 3.9944 -2.5768 -0.4734
C 4.0896 -3.5085 0.6472
H 1.1852 -5.0603 -1.7230
H 1.8946 -4.8999 -0.1163
H 2.9473 -5.0106 -1.5467
H 1.1073 -2.8661 -1.8935
H 4.6249 -1.7899 -0.4406
H 4.3721 -4.5109 0.3304
H 3.1480 -3.5396 1.1938
H 4.8518 -3.1277 1.3222
C -1.9719 2.2188 -1.0501
C -0.7023 2.7848 -1.6405
C -0.6421 4.0510 -2.0516
C 1.7469 3.6980 -2.4537
C 1.3551 2.2848 -2.6572
C 2.0397 1.4955 -3.7065
N 0.3381 1.8227 -1.9753
H -2.8189 2.4988 -1.6772
H -2.1524 2.5895 -0.0431
H -1.9404 1.1301 -0.9924
H -1.5043 4.6880 -1.9044
H 2.5781 3.9574 -3.1166
H 1.8079 2.0250 -4.6388
H 1.6698 0.4802 -3.7937
H 3.1264 1.5260 -3.6049
C -2.9848 -7.4015 2.1072
C -3.5134 -6.1231 1.5183
C -2.6351 -5.1049 1.1468
C -3.1065 -3.9249 0.5983
C -4.4726 -3.7704 0.4025
C -5.3667 -4.7580 0.7742
C -4.8783 -5.9300 1.3322
S -5.0710 -2.2450 -0.2445
O -6.5037 -2.2219 -0.2016
O -4.3211 -1.2008 0.3988
N -4.7099 -2.3607 -1.8428
C -3.3532 -2.4255 -2.3685
C -2.4209 -1.2629 -2.0103
C -0.9827 -1.6999 -1.9975
O -0.6205 -2.7899 -2.4174
O -0.1202 -0.8606 -1.4879
H -2.2974 -7.1999 2.9282
H -2.4367 -7.9723 1.3558
H -3.7914 -8.0275 2.4839
H -1.5710 -5.2267 1.3087
H -2.4211 -3.1168 0.3688
H -6.4263 -4.6018 0.6282
H -5.5720 -6.7051 1.6324
H -5.3916 -1.8410 -2.3773
H -3.4611 -2.4933 -3.4513
H -2.9001 -3.3674 -2.0600
H -2.6745 -0.8339 -1.0393
H -2.4987 -0.4473 -2.7357



No. 2
108
Properties=species:S:1:pos:R:3 method="wB97M-V/def2-TZVPD" total_charge=+1 homo_lumo_gap_ha=0.302 e_lumo_ev=-2.11
C 0.2850 28.1410 4.4780
C 0.8940 28.5430 3.0890
N 1.8290 29.6870 3.1770
C 2.7820 29.8320 2.2730
C 3.3310 31.2190 2.4160
N 2.6660 31.7910 3.5050
C 1.7710 30.8320 3.8900
C 2.7150 33.2090 3.7890
H -0.7530 27.7680 4.2620
H -0.2070 28.8730 4.7800
H 0.7610 27.7590 5.0830
H 0.0850 28.6740 2.2740
H 1.4820 27.7020 2.6390
H 3.2990 29.2060 1.5450
H 4.1580 31.6440 1.9730
H 0.9110 30.8580 4.5410
H 1.7710 33.7140 3.6520
H 3.4370 33.7550 3.1130
H 3.1550 33.3530 4.5530
N 6.9340 29.9880 3.4600
C 6.1690 28.9110 3.7310
C 6.5750 27.6330 4.1730
C 8.0250 27.5340 4.4290
C 8.9090 28.5950 4.0700
C 8.1970 29.8830 3.7360
H 4.9820 28.8670 3.7120
H 6.0510 26.7580 4.4310
H 8.5330 26.4740 4.6430
H 10.0390 28.5690 4.1500
H 8.7730 30.7330 3.7190
N 4.2160 29.8710 6.2330
C 3.6700 30.8760 6.8370
C 2.8490 30.7470 7.9200
C 2.5260 29.5880 8.4400
C 3.0700 28.4100 7.7770
C 3.8870 28.6090 6.6810
H 3.9110 31.9230 6.4420
H 2.2260 31.5290 8.5510
H 1.8950 29.5260 9.3110
H 2.8810 27.4070 8.1690
H 4.5840 27.9130 6.2130
N 5.5840 35.0100 3.6130
C 4.9570 36.0010 4.3240
C 4.4440 35.7620 5.6570
C 4.8320 34.5170 6.1890
C 5.6300 33.5010 5.5510
C 6.0040 33.9210 4.1970
H 4.9190 36.8700 3.8450
H 3.8130 36.4370 6.2420
H 4.7460 34.2360 7.1810
H 6.0100 32.6120 6.0160
H 6.7580 33.3890 3.6830
C 3.5250 24.1270 2.7730
C 3.1300 23.1580 3.9780
C 2.8290 23.7920 5.1860
C 2.8770 25.2200 5.2750
C 3.2790 25.9920 4.2230
C 3.4990 25.5210 2.9870
O 3.9140 26.2390 1.8720
O 2.5530 23.0550 6.3210
H 3.3310 23.5870 1.7700
H 3.2700 22.2190 3.9510
H 2.6170 25.7560 6.1800
H 3.1850 27.0950 4.2490
H 4.2230 26.1580 1.0460
H 2.5920 22.1650 6.2560
C -1.2930 27.9760 -1.0570
C -2.3240 28.7830 -0.1140
C -3.7600 28.6380 -0.2760
C -4.1840 27.6760 -1.1660
C -3.2790 26.9380 -1.9950
C -1.9210 27.0860 -1.8540
O -1.1480 26.4970 -2.8270
O -4.6430 29.2620 0.5790
H -0.2060 28.2640 -1.0720
H -1.9130 29.4830 0.5950
H -5.3210 27.4100 -1.1840
H -3.7490 26.1530 -2.6260
H -1.3650 25.7840 -3.4080
H -4.4780 30.1750 0.4120
C 0.4850 31.7200 -0.3780
C 1.9530 32.1360 -0.2930
C 2.2430 33.3760 0.0850
C 1.2850 34.2860 0.6730
C 0.0360 33.8750 0.6740
C -0.4400 32.5960 0.0950
O -1.7980 32.2630 0.2200
O 3.5370 33.7410 0.0930
H 0.2870 30.6810 -0.8830
H 2.7670 31.5630 -0.6480
H 1.6130 35.2230 0.8720
H -0.6260 34.6240 0.9380
H -2.3470 32.6280 0.8760
H 3.4760 34.5130 -0.4210
C -0.0330 35.7830 4.3440
C -0.8550 34.4670 4.2190
C -0.5900 33.4660 5.1580
C 0.2170 33.6150 6.2710
C 1.0760 34.7740 6.2220
C 0.9490 35.8770 5.4040
O 1.4720 37.0120 5.5690
O -1.3250 32.2620 5.1330
H -0.2830 36.5590 3.5530
H -1.5190 34.4300 3.3700
H 0.3070 32.7020 6.8410
H 1.9800 34.9910 7.1000
H 1.4430 37.1680 6.4350
H -2.0440 32.2150 4.4600



No. 3
107
Properties=species:S:1:pos:R:3 method="wB97M-V/def2-TZVPD" smiles="CCOC1=C(CCCCN)C(=O)OC1=O.c1ccncc1.c1ccncc1.c1ccncc1.c1ccncc1.c1ccncc1.c1ccncc1.c1ccncc1" homo_lumo_gap_ha=0.321 e_lumo_ev=-0.43
C -5.1204 -0.0333 3.5274
C -4.2378 0.9585 2.8019
O -3.1462 0.3711 2.0777
C -2.5070 -0.6502 2.6290
C -1.9488 -0.8355 3.8207
C -1.8861 0.0516 4.9992
C -0.4422 0.3164 5.4945
C -0.3096 1.7731 5.9051
C -0.4642 2.7438 4.7332
N -1.7994 3.3711 4.7301
C -1.3370 -2.1824 3.8295
O -0.9671 -2.8613 4.7692
O -1.3092 -2.6259 2.5040
C -2.2604 -1.8953 1.8261
O -2.7657 -2.2793 0.8038
H -5.2985 -0.9276 2.9510
H -6.0569 0.4606 3.7380
H -4.6885 -0.2766 4.4875
H -3.8920 1.7398 3.4625
H -4.8298 1.4548 2.0479
H -2.4341 -0.4356 5.8006
H -2.3738 0.9953 4.8140
H 0.2651 0.0417 4.7236
H -0.2639 -0.3020 6.3616
H 0.6650 1.9146 6.3600
H -1.0520 1.9736 6.6716
H 0.2859 3.5193 4.8011
H -0.3496 2.1776 3.8152
H -1.7537 4.3383 4.4638
H -2.2513 3.2782 5.6216
C -3.0063 -2.8028 -3.7794
C -2.4171 -3.8079 -4.5307
C -1.6817 -4.7759 -3.8671
N -1.5039 -4.7945 -2.5461
C -2.0719 -3.8164 -1.8388
C -2.8323 -2.8021 -2.4058
H -3.5913 -2.0288 -4.2609
H -2.5260 -3.8402 -5.6063
H -1.2020 -5.5808 -4.4142
H -1.9053 -3.8503 -0.7723
H -3.2697 -2.0358 -1.7822
C -0.4214 -0.2266 -3.9813
C -0.0998 -0.3264 -2.6377
C 0.2362 0.8303 -1.9534
N 0.2719 2.0391 -2.5129
C -0.0395 2.1166 -3.8038
C -0.3939 1.0216 -4.5790
H -0.6868 -1.1066 -4.5501
H -0.1088 -1.2816 -2.1303
H 0.4920 0.7957 -0.8995
H -0.0020 3.1113 -4.2351
H -0.6393 1.1468 -5.6247
C -5.8033 -6.1211 -5.0621
C -6.7894 -6.2940 -6.0194
C -7.6539 -5.2394 -6.2720
N -7.5926 -4.0674 -5.6444
C -6.6399 -3.9196 -4.7264
C -5.7238 -4.9075 -4.3996
H -5.1070 -6.9185 -4.8357
H -6.8884 -7.2252 -6.5600
H -8.4384 -5.3322 -7.0149
H -6.6144 -2.9556 -4.2294
H -4.9698 -4.7306 -3.6469
C 3.0341 7.7900 4.5534
C 2.1369 7.5613 3.5236
C 1.4999 6.3316 3.4693
N 1.7018 5.3531 4.3513
C 2.5675 5.5909 5.3342
C 3.2557 6.7853 5.4808
H 3.5532 8.7363 4.6292
H 1.9408 8.3175 2.7761
H 0.7900 6.1103 2.6791
H 2.7145 4.7770 6.0367
H 3.9476 6.9219 6.3003
C 3.8142 -4.3560 -3.7895
C 4.1590 -3.3028 -4.6208
C 3.1819 -2.3721 -4.9421
N 1.9283 -2.4340 -4.4987
C 1.6151 -3.4554 -3.7025
C 2.5145 -4.4366 -3.3183
H 4.5480 -5.1015 -3.5097
H 5.1627 -3.2013 -5.0099
H 3.4100 -1.5288 -5.5852
H 0.5901 -3.4832 -3.3535
H 2.2031 -5.2396 -2.6641
C 3.3681 -4.5894 1.0067
C 4.0812 -3.6498 0.2810
C 5.3523 -3.9847 -0.1604
N 5.9314 -5.1598 0.0748
C 5.2328 -6.0508 0.7755
C 3.9547 -5.8184 1.2607
H 2.3715 -4.3685 1.3673
H 3.6615 -2.6785 0.0579
H 5.9421 -3.2795 -0.7360
H 5.7288 -6.9985 0.9541
H 3.4340 -6.5816 1.8222
C 5.6749 7.9392 -1.2826
C 5.6603 9.2701 -0.9002
C 4.8354 9.6443 0.1491
N 4.0514 8.7970 0.8123
C 4.0784 7.5209 0.4311
C 4.8675 7.0425 -0.6031
H 6.3052 7.6061 -2.0969
H 6.2738 10.0044 -1.4034
H 4.7956 10.6761 0.4804
H 3.4307 6.8526 0.9882
H 4.8479 5.9944 -0.8672



No. 4
118
Properties=species:S:1:pos:R:3 method="wB97M-V/def2-TZVPD" multiplicity=2 total_charge=-2 homo_lumo_gap_ha="0.207 / 0.209" e_lumo_ev="3.90 / 3.89"
Lu 0.1638 -1.2239 0.6045
C -4.7948 -0.3596 -0.5216
C -3.6373 0.0117 0.1679
N -2.5759 -0.6100 -0.3221
N -3.0098 -1.3612 -1.3435
C -4.3429 -1.2442 -1.4751
B -2.0788 -2.2623 -2.1910
N -0.8738 -1.3734 -2.6304
C -0.5262 -1.1018 -3.9022
C 0.1226 0.1124 -3.9294
C 0.1393 0.5191 -2.5947
N -0.4266 -0.3951 -1.8207
N -1.6932 -3.4353 -1.3221
C -1.6809 -4.7575 -1.5760
C -1.5413 -5.4204 -0.3818
C -1.4516 -4.4097 0.5764
N -1.5229 -3.2139 0.0057
N -2.8296 -2.6476 -3.4708
C -3.3377 -1.7545 -4.3523
C -3.8584 -2.4543 -5.4156
C -3.6313 -3.7949 -5.0816
N -3.0156 -3.8869 -3.9211
H -5.8031 -0.0332 -0.3458
H -3.5499 0.7073 0.9777
H -4.8893 -1.7940 -2.2158
H -0.7300 -1.7912 -4.6969
H 0.5395 0.6108 -4.7807
H 0.5046 1.4326 -2.1760
H -1.7653 -5.1272 -2.5754
H -1.4635 -6.4761 -0.2231
H -1.3200 -4.5269 1.6350
H -3.2960 -0.6966 -4.1792
H -4.3295 -2.0640 -6.2962
H -3.8871 -4.6817 -5.6299
S 1.3925 -3.6543 -0.6700
S 1.8067 -6.8676 -1.7241
S 1.8246 -6.7965 0.2265
S 1.7574 -4.7502 0.9257
C 4.8801 -1.6892 -1.4092
C 3.4561 -1.3144 -1.8309
C 2.9528 -2.2659 -2.9209
C 3.4248 0.1148 -2.3064
C 4.0827 0.4047 -3.4923
C 4.1368 1.6814 -4.0061
C 3.5415 2.7007 -3.2950
C 2.8943 2.4643 -2.0922
C 2.2775 3.6563 -1.3917
C 1.3494 4.4234 -2.3404
C 3.3628 4.5832 -0.8362
C 2.8122 1.1507 -1.5803
N 2.1033 0.9172 -0.3783
C 2.7082 1.2901 0.6991
C 2.2370 1.4849 2.0382
C 3.2366 1.9389 2.9234
C 2.9940 2.3341 4.2129
C 1.6757 2.3116 4.6664
C 0.6763 1.8730 3.8460
C 0.8906 1.3773 2.5273
N -0.1536 0.8841 1.8171
C -1.3943 1.4340 2.2277
C -1.7165 2.7219 1.7579
C -2.8409 3.3831 2.2247
C -3.7028 2.7754 3.1154
C -3.4313 1.4875 3.5341
C -2.2873 0.8158 3.1254
C -1.9986 -0.5499 3.6895
C -2.9450 -1.6022 3.1020
C -2.0705 -0.5643 5.2185
C -0.8621 3.3767 0.7033
C -0.2048 4.6545 1.2266
C -1.7193 3.6265 -0.5391
H 4.8747 -2.6628 -0.9276
H 5.2683 -0.9625 -0.6990
H 5.5378 -1.7264 -2.2765
H 2.8163 -1.4109 -0.9469
H 3.4650 -2.1005 -3.8661
H 1.8855 -2.1322 -3.0841
H 3.1136 -3.2976 -2.6233
H 4.5730 -0.3924 -4.0286
H 4.6371 1.8782 -4.9445
H 3.5915 3.7076 -3.6821
H 1.6843 3.2948 -0.5498
H 1.8999 4.9090 -3.1436
H 0.8120 5.1993 -1.7981
H 0.6295 3.7427 -2.7902
H 4.0056 4.9557 -1.6329
H 3.9774 4.0462 -0.1183
H 2.9111 5.4355 -0.3304
H 3.7579 1.6023 0.6003
H 4.2564 1.9760 2.5590
H 3.7984 2.6526 4.8627
H 1.4396 2.6123 5.6788
H -0.3282 1.8359 4.2380
H -3.0446 4.3929 1.8939
H -4.5683 3.3023 3.4942
H -4.1145 1.0012 4.2170
H -0.9745 -0.7979 3.4024
H -3.9857 -1.3248 3.2692
H -2.7677 -2.5671 3.5707
H -2.7747 -1.7146 2.0317
H -1.7709 -1.5414 5.5871
H -3.0815 -0.3695 5.5724
H -1.4009 0.1827 5.6408
H -0.0793 2.6631 0.4338
H -0.9520 5.3918 1.5180
H 0.4315 5.0989 0.4638
H 0.4090 4.4188 2.0944
H -2.5541 4.2880 -0.3157
H -2.1150 2.6785 -0.8976
H -1.1319 4.0783 -1.3320
Cl 2.4470 -1.4590 1.6332
F 1.9108 -3.5211 4.7563
C 0.7489 -2.8545 4.6839
F 0.1453 -3.0590 5.8855
F 1.0335 -1.5425 4.6421
C -0.1855 -3.3225 3.4812
O -0.8602 -4.3116 3.7032
O -0.1256 -2.5819 2.4829